{"formula": "C5H9NO", "method": "ωB97M-V/def2-TZVPD", "elements": ["C", "C", "C", "C", "N", "H", "H", "H", "H", "H", "C", "O", "H", "H", "H", "H"], "coordinates": [[0.083, 1.358, -0.503], [0.145, 0.538, -1.554], [-0.026, -0.961, -1.511], [0.384, 1.123, -2.853], [0.587, 1.589, -3.895], [0.202, 2.431, -0.616], [-0.062, 0.954, 0.493], [0.717, -1.455, -2.145], [0.077, -1.325, -0.485], [-1.015, -1.243, -1.890], [-0.707, -0.509, 2.556], [0.359, -0.819, 1.677], [-0.989, -1.373, 3.170], [-1.564, -0.227, 1.936], [-0.467, 0.338, 3.212], [1.196, -0.723, 2.142]], "forces_ev_per_angstrom": [[0.036, -0.084, -0.115], [-0.031, 0.139, 0.141], [0.011, -0.031, 0.019], [0.161, 0.426, -0.944], [-0.199, -0.465, 0.942], [-0.022, -0.151, -0.045], [0.020, 0.087, -0.222], [-0.096, 0.090, 0.092], [-0.046, 0.107, -0.218], [0.144, 0.060, 0.009], [-0.298, 0.079, 0.214], [0.338, -0.095, 0.176], [0.044, 0.135, -0.059], [0.094, -0.072, 0.117], [-0.046, -0.136, -0.088], [-0.109, -0.089, -0.018]], "mulliken_charge": [-0.6997, 0.7497, -1.0070, 0.0505, -0.4425, 0.3062, 0.1551, 0.3344, 0.2676, 0.2743, -0.6260, -0.4480, 0.2661, 0.2595, 0.2942, 0.2657], "orbital_gap_ev": 10.403, "total_energy_ev": -8867.07222, "smiles": "C=C(C)C#N.CO", "relative_energy_ev": 2.140}

{"formula": "C4H9NO", "method": "ωB97M-V/def2-TZVPD", "elements": ["C", "C", "N", "C", "C", "O", "H", "H", "H", "H", "H", "H", "H", "H", "H"], "coordinates": [[-0.707, -1.844, 0.686], [-0.333, -1.334, -0.706], [-0.319, 0.109, -0.581], [0.782, 0.711, -0.441], [0.747, 2.118, 0.093], [-0.563, 2.557, 0.290], [0.115, -1.642, 1.384], [-1.581, -1.288, 1.042], [-0.932, -2.913, 0.703], [0.640, -1.742, -1.026], [-1.087, -1.631, -1.443], [1.761, 0.226, -0.579], [1.294, 2.814, -0.557], [1.301, 2.076, 1.049], [-1.119, 1.783, 0.085]], "forces_ev_per_angstrom": [[-0.020, -0.092, 0.061], [-0.018, -0.142, -0.046], [0.383, 0.164, 0.088], [-0.278, -0.069, 0.070], [0.329, -0.066, -0.071], [-0.101, 0.022, -0.025], [-0.137, -0.080, -0.095], [0.085, -0.172, -0.034], [0.056, 0.084, -0.060], [-0.132, 0.092, 0.041], [0.088, 0.081, 0.122], [-0.138, 0.040, 0.063], [-0.060, -0.089, 0.005], [-0.079, 0.105, -0.132], [0.021, 0.122, 0.014]], "mulliken_charge": [-1.0483, -0.3737, -0.4283, -0.0187, -0.3523, -0.5482, 0.2666, 0.3084, 0.3634, 0.2966, 0.3069, 0.3431, 0.2849, 0.2058, 0.3938], "orbital_gap_ev": 11.193, "total_energy_ev": -7830.75432, "smiles": "CC/N=C/CO", "relative_energy_ev": 1.566}

{"formula": "C4H7NO", "method": "ωB97M-V/def2-TZVPD", "elements": ["C", "O", "C", "C", "N", "C", "H", "H", "H", "H", "H", "H", "H"], "coordinates": [[-1.067, -0.617, 0.146], [-0.031, -1.243, -0.596], [1.036, -0.791, 0.232], [0.641, 0.910, 0.268], [0.144, 1.237, -1.066], [-0.802, 0.876, -0.024], [-0.664, -0.760, 1.175], [-2.056, -0.986, -0.137], [1.052, -1.604, 1.019], [2.001, -0.836, -0.240], [1.121, 1.769, 0.767], [0.282, 0.412, -1.651], [-1.579, 1.588, 0.250]], "forces_ev_per_angstrom": [[-0.237, -0.080, -0.032], [0.194, 0.019, 0.156], [0.588, 1.126, -0.400], [0.525, -0.989, 0.246], [-0.004, -0.210, -0.080], [-0.021, -0.075, 0.181], [-2.195, -0.484, 0.098], [0.266, -0.107, 0.219], [0.096, 1.904, 0.336], [0.286, -0.172, -0.677], [0.130, -1.108, 0.026], [-0.053, 0.248, -0.219], [0.424, -0.072, 0.145]], "mulliken_charge": [-0.3924, -0.4785, -0.5049, -0.0900, -0.6075, -0.2391, 0.2507, 0.3985, 0.2589, 0.2930, 0.3738, 0.3377, 0.4000], "orbital_gap_ev": 10.873, "total_energy_ev": -7795.67639, "smiles": "C1OC[C@H]2N[C@@H]12", "relative_energy_ev": 3.968}

{"formula": "C13H23N2O6PS2Sr", "method": "ωB97M-V/def2-TZVPD", "elements": ["O", "C", "N", "C", "O", "C", "C", "C", "C", "S", "C", "S", "N", "C", "C", "O", "C", "C", "C", "C", "P", "O", "O", "O", "H", "H", "H", "H", "H", "H", "H", "H", "H", "H", "H", "H", "H", "H", "H", "H", "H", "H", "H", "H", "H", "H", "H", "Sr"], "coordinates": [[5.889, 0.860, 1.110], [4.839, 1.071, 0.495], [4.117, 2.382, 0.378], [2.686, 1.957, 0.577], [1.687, 2.974, 0.681], [2.377, 0.606, -0.233], [1.739, 0.661, -1.694], [0.435, 1.576, -1.829], [-0.746, 1.218, -0.818], [-1.821, -0.192, -1.399], [-3.619, 0.294, -1.173], [-4.115, 1.624, -2.080], [-4.495, -0.438, -0.260], [-4.742, 0.289, 1.018], [-6.240, 0.808, 1.227], [-7.278, -0.125, 0.853], [-6.754, -1.330, 0.258], [-5.748, -0.909, -0.908], [3.926, 0.126, -0.413], [4.212, -1.449, -0.461], [4.341, -2.252, 1.231], [3.270, -1.820, 2.215], [4.209, -3.990, 0.950], [5.887, -2.054, 1.949], [4.230, 2.541, -0.645], [2.730, 1.562, 1.663], [1.845, 3.482, 1.506], [1.926, -0.106, 0.537], [2.468, 0.982, -2.513], [1.406, -0.415, -1.942], [0.018, 1.413, -2.887], [0.754, 2.674, -1.789], [-0.329, 1.062, 0.235], [-1.427, 2.140, -0.766], [-4.080, 1.232, 0.985], [-4.399, -0.294, 1.933], [-6.454, 1.828, 0.746], [-6.360, 0.987, 2.360], [-7.646, -1.869, -0.223], [-6.321, -2.039, 1.035], [-6.269, -0.132, -1.560], [-5.546, -1.858, -1.527], [4.256, 0.446, -1.471], [5.180, -1.595, -1.057], [3.380, -1.999, -1.033], [4.397, -4.457, 1.814], [6.555, -1.852, 1.254], [5.630, -5.616, 1.669]], "forces_ev_per_angstrom": [[-3.284, 0.151, -2.103], [0.488, 0.341, 0.608], [0.274, -1.259, -0.886], [-0.440, -1.127, 3.472], [1.176, -0.501, -0.860], [1.796, 0.319, -0.279], [-1.350, -0.559, 0.205], [-0.091, -0.329, -0.850], [-0.021, 1.887, 0.263], [-0.312, -0.214, 1.016], [-0.639, 2.039, -0.465], [0.587, -2.015, 1.354], [0.699, 0.530, -1.339], [0.456, 1.570, 0.562], [0.036, 0.532, 1.160], [1.176, -0.394, -0.137], [-0.559, 0.096, -1.190], [-0.961, -1.479, 0.363], [0.316, -0.296, -0.374], [0.546, -0.562, -0.626], [-1.646, 4.298, 2.749], [2.841, -1.791, -2.441], [1.279, -0.828, 1.269], [-1.982, -1.764, -2.203], [0.002, 0.667, 0.654], [0.183, 0.233, -1.463], [0.038, -0.486, -0.782], [0.016, 0.916, -1.500], [-0.721, -0.355, 1.337], [0.599, 1.445, 0.240], [0.664, 0.248, 1.472], [-0.647, -1.528, 0.348], [-0.733, -0.067, -1.434], [0.906, -1.343, -0.072], [-1.037, -1.312, 0.283], [-0.544, 0.370, -1.306], [0.480, -1.616, 0.270], [0.307, -0.214, -1.586], [1.269, 0.878, 0.752], [-0.160, 0.928, -0.933], [0.722, -0.879, 0.888], [-0.083, 1.531, 0.768], [-0.518, -0.456, 1.485], [-1.226, -0.053, 0.936], [1.087, 0.804, 0.933], [-4.763, 4.981, -0.708], [-0.327, 0.384, 0.575], [4.101, -3.724, -0.424]], "mulliken_charge": [-0.5098, 0.1801, -0.4266, -0.3984, -0.4720, 0.5101, -0.6440, -0.9446, -0.4856, -0.1143, -0.1215, -0.0937, 0.0727, -0.4473, -0.4187, -0.3622, -0.4677, -0.5073, -0.2427, -0.9651, 0.9276, -0.5597, -0.6610, -0.5076, 0.3518, 0.3801, 0.3804, 0.3762, 0.3144, 0.2206, 0.4348, 0.3480, 0.2273, 0.3697, 0.2631, 0.2922, 0.2581, 0.2849, 0.3385, 0.2530, 0.3725, 0.3190, 0.4269, 0.4338, 0.4086, 0.2268, 0.3823, 1.9962], "orbital_gap_ev": 1.210, "total_energy_ev": -60892.11657, "relative_energy_ev": 3.636, "total_charge": 2}

{"formula": "C9H22N3", "method": "ωB97M-V/def2-TZVPD", "elements": ["C", "C", "C", "C", "C", "C", "C", "C", "C", "N", "N", "N", "H", "H", "H", "H", "H", "H", "H", "H", "H", "H", "H", "H", "H", "H", "H", "H", "H", "H", "H", "H", "H", "H"], "coordinates": [[-1.260, 0.801, -1.760], [-1.188, -0.079, -0.534], [-0.184, 1.800, -2.036], [-1.671, -1.589, -0.406], [1.335, 0.909, -1.959], [-0.740, -2.217, 0.450], [0.677, 2.723, 1.401], [1.593, -1.657, 1.133], [-0.389, -0.740, 2.134], [1.115, -0.400, -1.168], [0.229, -0.038, -0.027], [0.204, -1.191, 0.948], [-1.397, 0.165, -2.751], [-2.241, 1.214, -1.708], [1.112, 3.785, 1.605], [-1.806, 0.404, 0.170], [-0.211, 2.210, -3.008], [0.070, 2.566, -1.292], [-2.738, -1.506, 0.043], [-1.700, -2.025, -1.425], [1.798, 0.630, -2.873], [2.229, 1.407, -1.587], [-0.997, -2.905, 1.274], [-0.170, -2.933, -0.040], [0.502, 2.060, 2.309], [-0.151, 2.762, 0.702], [1.348, 2.017, 0.842], [1.607, -2.608, 1.768], [2.110, -1.723, 0.126], [1.984, -0.857, 1.766], [-0.270, -1.457, 2.885], [0.096, 0.166, 2.545], [-1.469, -0.558, 2.150], [0.573, -1.136, -1.678]], "forces_ev_per_angstrom": [[-1.345, -2.200, -3.170], [1.428, -0.240, 0.855], [4.696, -1.696, 1.585], [-4.160, 2.725, -2.520], [-2.316, -0.678, 0.958], [2.158, -2.683, 1.734], [1.563, -0.547, 0.297], [0.805, -0.812, 0.942], [-0.667, 2.976, 3.291], [-1.160, 0.906, 0.347], [-0.348, -1.362, -1.107], [0.629, -0.018, -2.262], [0.611, 0.856, 1.887], [-0.655, 0.941, -0.074], [-0.727, -2.258, -0.217], [-0.272, 0.876, 1.199], [-0.354, 0.490, -0.924], [-0.941, -0.105, -0.216], [1.683, -0.478, -1.058], [-0.288, -0.061, 0.731], [-0.643, -0.695, -1.489], [-0.668, 0.561, 1.172], [-0.815, 1.064, 0.165], [1.463, -1.013, -1.706], [-0.313, 1.650, -0.799], [-0.601, 0.251, 0.584], [0.176, 1.281, 0.366], [-0.175, 1.196, -1.146], [-0.725, -0.036, 1.585], [0.722, -0.208, -0.316], [0.394, -1.409, 1.029], [-0.158, -0.404, -0.604], [0.279, 0.008, -0.868], [0.725, 1.124, -0.252]], "mulliken_charge": [-0.7401, -0.4043, -0.6551, -0.6614, -0.7564, -0.7347, -0.6810, -0.7496, -0.8182, -0.4988, 0.2286, -0.0166, 0.3240, 0.4518, 0.2960, 0.5434, 0.4524, 0.1393, 0.3090, 0.3571, 0.3897, 0.4069, 0.5396, 0.4940, 0.2010, 0.1538, 0.1077, 0.3626, 0.3192, 0.3815, 0.5008, 0.1534, 0.3416, 0.2628], "orbital_gap_ev": 10.704, "total_energy_ev": -14149.19033, "relative_energy_ev": 3.360, "total_charge": 1}

{"formula": "C9H11N2", "method": "ωB97M-V/def2-TZVPD", "elements": ["C", "C", "C", "C", "C", "C", "C", "C", "C", "N", "N", "H", "H", "H", "H", "H", "H", "H", "H", "H", "H", "H"], "coordinates": [[2.858, -1.282, -0.281], [4.018, -1.329, 0.330], [4.362, 0.787, 0.036], [3.405, 1.589, -0.026], [-1.566, -0.028, 0.830], [-1.737, -0.955, -0.312], [-0.072, 0.260, 1.012], [-0.343, -1.364, -0.699], [1.914, -0.508, -0.440], [4.835, -0.311, 0.132], [0.504, -0.203, -0.398], [3.040, 2.293, 0.736], [3.365, 2.042, -1.011], [-2.031, 0.992, 0.746], [-2.033, -0.283, 1.844], [-2.372, -1.814, -0.271], [-2.118, -0.394, -1.174], [0.491, 1.134, 1.156], [0.465, -0.452, 1.645], [-0.034, -2.192, -0.038], [-0.408, -1.654, -1.848], [0.319, 0.555, -1.139]], "forces_ev_per_angstrom": [[-1.777, -0.494, -1.467], [0.886, -1.972, 2.019], [2.113, -1.479, 0.655], [-2.819, 5.458, -0.209], [-1.100, 3.207, 3.814], [0.037, 0.855, -1.930], [1.510, -2.976, -1.313], [-1.014, -2.392, -2.303], [-2.021, 0.277, -0.365], [2.604, -0.579, -0.238], [0.901, 1.132, -1.134], [0.476, -0.506, 0.047], [-0.730, -0.207, -0.375], [0.046, -0.994, -0.750], [0.923, -0.416, -1.393], [-0.374, -0.446, 0.722], [-0.244, 0.073, 0.189], [-0.543, 2.037, 0.495], [-0.459, -0.187, 0.246], [0.363, 0.292, -0.659], [1.001, 0.463, 2.514], [0.220, -1.145, 1.436]], "mulliken_charge": [0.4755, -0.2338, 0.7098, -0.9477, -0.5663, -0.6295, -0.6785, -0.5275, -0.4913, -0.2677, 0.0399, 0.3727, 0.3034, 0.2730, 0.3591, 0.3998, 0.3124, 0.5250, 0.3939, 0.3723, 0.3323, 0.4730], "orbital_gap_ev": [7.215, 7.192], "total_energy_ev": -12475.42768, "relative_energy_ev": 9.983, "total_charge": 1}

Repeat the second record exactly.
{"formula": "C4H9NO", "method": "ωB97M-V/def2-TZVPD", "elements": ["C", "C", "N", "C", "C", "O", "H", "H", "H", "H", "H", "H", "H", "H", "H"], "coordinates": [[-0.707, -1.844, 0.686], [-0.333, -1.334, -0.706], [-0.319, 0.109, -0.581], [0.782, 0.711, -0.441], [0.747, 2.118, 0.093], [-0.563, 2.557, 0.290], [0.115, -1.642, 1.384], [-1.581, -1.288, 1.042], [-0.932, -2.913, 0.703], [0.640, -1.742, -1.026], [-1.087, -1.631, -1.443], [1.761, 0.226, -0.579], [1.294, 2.814, -0.557], [1.301, 2.076, 1.049], [-1.119, 1.783, 0.085]], "forces_ev_per_angstrom": [[-0.020, -0.092, 0.061], [-0.018, -0.142, -0.046], [0.383, 0.164, 0.088], [-0.278, -0.069, 0.070], [0.329, -0.066, -0.071], [-0.101, 0.022, -0.025], [-0.137, -0.080, -0.095], [0.085, -0.172, -0.034], [0.056, 0.084, -0.060], [-0.132, 0.092, 0.041], [0.088, 0.081, 0.122], [-0.138, 0.040, 0.063], [-0.060, -0.089, 0.005], [-0.079, 0.105, -0.132], [0.021, 0.122, 0.014]], "mulliken_charge": [-1.0483, -0.3737, -0.4283, -0.0187, -0.3523, -0.5482, 0.2666, 0.3084, 0.3634, 0.2966, 0.3069, 0.3431, 0.2849, 0.2058, 0.3938], "orbital_gap_ev": 11.193, "total_energy_ev": -7830.75432, "smiles": "CC/N=C/CO", "relative_energy_ev": 1.566}